[1]
Molecular formula: C20H37As3N4O6Rh
Method: DFT, the ωB97M-V functional and the def2-TZVPD basis

Values from the calculation:
Charge: +1
HOMO-LUMO gap (spin up / spin down), Ha: 0.1804 / 0.1025
LUMO energy (spin up / spin down), eV: -3.11 / -8.19
HOMO (spin up / spin down), eV: -8.0 / -11.0
Maximum force, eV/Å: 5.13
Relative energy (zero: lowest compared OMol25 entry of this formula, charge and spin), eV: 0.655
Spin multiplicity: 5
<S²>: 6.02

CARTESIAN COORDINATES (ANGSTROEM)
Rh  -0.810  -18.091  7.846
C  -1.711  -20.062  11.439
C  -1.757  -19.159  10.253
N  -0.629  -18.914  9.635
O  0.439  -18.854  10.412
C  -2.910  -18.562  9.687
C  -4.212  -18.519  10.428
N  -2.692  -17.835  8.578
O  -3.711  -17.471  7.968
H  -0.714  -20.418  11.622
H  -2.368  -20.940  11.341
H  -2.028  -19.627  12.404
H  1.174  -18.374  9.797
H  -4.812  -19.458  10.514
H  -4.868  -17.749  9.911
H  -3.976  -18.134  11.482
O  4.899  -19.605  6.634
C  4.078  -20.351  5.916
O  4.459  -21.045  4.998
C  2.638  -20.100  6.351
C  1.476  -20.741  5.879
N  0.428  -20.272  6.545
N  0.755  -19.323  7.433
C  2.080  -19.137  7.292
C  2.787  -18.133  8.114
O  3.876  -17.599  7.605
O  2.209  -17.713  9.136
H  4.472  -18.608  6.988
H  1.382  -21.591  5.202
H  -0.508  -20.673  6.506
C  -2.838  -19.056  5.336
As  -1.720  -17.527  5.666
C  -0.435  -17.710  4.140
C  -2.989  -16.035  5.423
C  -2.430  -14.638  5.723
C  -3.742  -13.812  5.916
C  -1.664  -14.574  7.111
As  -0.209  -15.808  7.440
C  1.314  -15.508  6.332
C  0.119  -15.178  9.310
C  -1.629  -14.152  4.485
As  -1.052  -12.205  4.613
C  0.954  -12.467  4.547
C  -1.378  -11.744  2.739
H  -3.306  -18.950  4.332
H  -3.576  -19.161  6.142
H  -2.215  -19.985  5.256
H  -0.428  -18.781  3.829
H  0.567  -17.374  4.434
H  -0.787  -17.081  3.305
H  -3.791  -16.312  6.090
H  -3.384  -16.066  4.421
H  -4.438  -14.175  6.691
H  -4.313  -13.831  4.971
H  -3.579  -12.775  6.044
H  -2.404  -14.783  7.864
H  -1.267  -13.544  7.286
H  1.682  -14.508  6.615
H  1.097  -15.609  5.233
H  2.127  -16.233  6.576
H  0.197  -14.096  9.234
H  0.992  -15.749  9.629
H  -0.714  -15.478  9.935
H  -2.244  -14.192  3.575
H  -0.744  -14.765  4.361
H  1.243  -13.006  5.417
H  1.363  -11.422  4.602
H  1.217  -12.903  3.586
H  -2.428  -11.540  2.646
H  -1.097  -12.635  2.162
H  -0.782  -10.889  2.353

Cartesian forces (eV/Å) of the 2 atoms listed first:
Rh -2.600 -0.012 -0.617
C -1.052 -0.253 1.150

[2]
Molecular formula: C20H37BO3
Method: DFT, the ωB97M-V functional and the def2-TZVPD basis

Values from the calculation:
Charge: 0
HOMO-LUMO gap, Ha: 0.3686
LUMO energy, eV: 0.43
HOMO, eV: -9.6
Maximum force, eV/Å: 1.52

CARTESIAN COORDINATES (ANGSTROEM)
C  -2.600  1.596  -3.280
B  -3.706  2.677  -3.621
O  -3.354  4.004  -3.553
O  -5.022  2.372  -4.033
C  -5.829  1.853  -3.073
O  -5.443  1.191  -2.127
C  -7.307  2.104  -3.220
C  -8.012  1.826  -4.362
C  -9.364  2.051  -4.399
C  -10.004  2.549  -3.296
C  -9.305  2.841  -2.148
C  -7.958  2.609  -2.119
H  -2.669  0.742  -3.960
H  -1.591  2.009  -3.209
H  -2.856  1.231  -2.276
H  -2.426  4.019  -3.813
H  -7.515  1.410  -5.232
H  -9.933  1.807  -5.288
H  -11.076  2.718  -3.329
H  -9.817  3.214  -1.269
H  -7.382  2.818  -1.224
C  1.468  -0.303  1.085
C  1.705  0.793  0.051
C  0.707  0.761  -1.105
C  0.733  -0.509  -1.956
C  2.085  -0.839  -2.586
C  2.574  0.226  -3.564
H  1.593  -1.299  0.655
H  2.181  -0.207  1.906
H  0.461  -0.232  1.504
H  2.729  0.726  -0.327
H  1.624  1.764  0.547
H  0.884  1.631  -1.746
H  -0.305  0.886  -0.705
H  -0.014  -0.409  -2.750
H  0.410  -1.360  -1.349
H  1.992  -1.787  -3.123
H  2.839  -1.000  -1.811
H  1.851  0.376  -4.369
H  3.520  -0.078  -4.015
H  2.740  1.183  -3.068
C  2.937  -3.002  3.747
C  4.212  -2.222  3.447
C  5.487  -2.970  3.835
C  5.630  -3.280  5.326
C  5.582  -2.063  6.248
C  6.717  -1.072  6.005
H  2.819  -3.187  4.816
H  2.063  -2.440  3.412
H  2.937  -3.964  3.229
H  4.174  -1.249  3.945
H  4.248  -2.016  2.373
H  6.352  -2.389  3.499
H  5.528  -3.913  3.281
H  6.578  -3.805  5.480
H  4.848  -3.982  5.629
H  5.643  -2.413  7.282
H  4.621  -1.551  6.155
H  7.689  -1.554  6.129
H  6.659  -0.246  6.715
H  6.672  -0.645  5.002

Cartesian forces (eV/Å) of the 2 atoms listed first:
C -0.752 0.037 0.008
B 1.119 -0.086 -0.006

[3]
Molecular formula: C20H37ClF13NbO6PS2
Method: DFT, the ωB97M-V functional and the def2-TZVPD basis

Values from the calculation:
Charge: -1
HOMO-LUMO gap, Ha: 0.2238
LUMO energy, eV: 2.02
HOMO, eV: -4.1
Maximum force, eV/Å: 1.53

CARTESIAN COORDINATES (ANGSTROEM)
C  7.767  -1.147  1.845
Nb  6.060  -0.055  0.929
S  4.516  -2.003  0.608
C  6.636  0.202  -1.244
C  7.154  -1.047  -1.995
C  6.003  -1.871  -2.575
S  6.386  -2.758  -4.071
O  7.585  -2.276  -4.682
O  5.176  -2.945  -4.812
O  6.845  -4.197  -3.510
C  4.649  1.704  0.957
C  3.135  1.450  1.087
C  2.454  1.498  -0.244
F  3.058  0.710  -1.178
F  2.472  2.761  -0.745
C  0.951  1.095  -0.276
F  0.312  1.693  0.762
F  0.402  1.538  -1.419
C  0.630  -0.426  -0.166
F  1.283  -0.955  0.878
F  1.029  -1.047  -1.291
C  -0.903  -0.728  0.043
F  -1.658  0.271  -0.446
F  -1.150  -0.838  1.356
C  -1.371  -2.052  -0.635
F  -0.502  -3.030  -0.309
F  -1.408  -1.899  -1.967
C  -2.791  -2.517  -0.179
F  -3.272  -3.408  -1.056
F  -2.745  -3.079  1.035
F  -3.633  -1.467  -0.130
P  5.511  0.241  3.504
O  3.848  0.342  3.674
Cl  5.655  -1.738  4.247
H  8.072  -0.859  2.853
H  8.619  -0.968  1.172
H  7.506  -2.214  1.862
H  7.262  1.235  1.302
H  5.256  -3.036  1.022
H  7.412  0.981  -1.271
H  5.781  0.619  -1.801
H  7.754  -1.685  -1.330
H  7.818  -0.765  -2.817
H  5.648  -2.628  -1.873
H  5.131  -1.260  -2.835
H  6.128  -4.581  -2.983
H  4.948  2.433  1.715
H  4.853  2.185  -0.012
H  2.654  2.226  1.692
H  2.899  0.501  1.560
H  3.426  -0.502  3.454
C  -7.610  2.397  -1.657
C  -6.658  2.835  -2.759
O  -5.359  3.168  -2.305
C  -4.650  2.118  -1.664
C  -4.401  0.901  -2.537
H  -7.643  3.146  -0.864
H  -8.615  2.281  -2.066
H  -7.322  1.442  -1.218
H  -7.025  3.748  -3.230
H  -6.612  2.065  -3.540
H  -5.164  1.817  -0.743
H  -3.701  2.566  -1.368
H  -5.322  0.374  -2.790
H  -3.759  0.209  -1.994
H  -3.899  1.183  -3.464
C  -7.958  1.051  2.584
C  -7.115  0.608  3.769
O  -6.425  -0.612  3.567
C  -5.502  -0.618  2.488
C  -4.387  0.405  2.611
H  -8.638  0.253  2.280
H  -8.551  1.924  2.862
H  -7.348  1.330  1.724
H  -7.754  0.420  4.633
H  -6.419  1.407  4.050
H  -6.030  -0.487  1.535
H  -5.088  -1.626  2.485
H  -4.758  1.429  2.539
H  -3.668  0.263  1.805
H  -3.866  0.297  3.563

Cartesian forces (eV/Å) of the 2 atoms listed first:
C -0.332 0.595 0.352
Nb -0.065 -1.242 -0.883

[4]
Molecular formula: C20H37DyN2O2P2
Method: DFT, the ωB97M-V functional and the def2-TZVPD basis

Values from the calculation:
Charge: 0
HOMO-LUMO gap (spin up / spin down), Ha: 0.2453 / 0.2486
LUMO energy (spin up / spin down), eV: 0.00 / 0.08
HOMO (spin up / spin down), eV: -6.7 / -6.7
Maximum force, eV/Å: 3.03
Spin multiplicity: 6
<S²>: 9.32

CARTESIAN COORDINATES (ANGSTROEM)
C  -2.839  -3.608  -1.899
C  -1.791  -2.668  -1.645
N  -1.812  -1.965  -0.424
C  -2.544  -2.496  0.591
C  -3.387  -3.585  0.423
C  -3.594  -4.114  -0.855
C  -0.798  -2.493  -2.632
P  0.635  -1.412  -2.424
Dy  -0.090  -0.294  0.083
P  -1.884  -0.161  2.119
C  -2.381  -1.966  2.006
O  -2.932  -0.585  -4.663
O  -1.212  2.254  -3.694
H  -2.952  -3.959  -2.929
H  -3.906  -3.972  1.295
H  -4.272  -4.957  -0.993
C  1.765  -2.847  -2.408
C  1.037  -0.590  -4.030
H  -3.328  -2.050  2.557
H  -1.625  -2.537  2.576
H  -2.343  -0.856  -3.953
H  -1.147  -2.771  -3.647
C  -1.254  -0.108  3.837
C  -3.514  0.632  2.273
H  -1.327  0.991  -0.672
H  -1.830  2.858  -3.182
H  -1.712  1.430  -3.682
H  -3.776  -0.595  -4.209
H  1.030  -1.168  1.157
H  -1.782  1.381  -0.164
H  1.791  -3.238  -3.430
H  2.741  -2.551  -2.022
H  1.280  -3.582  -1.757
H  1.144  -1.332  -4.834
H  0.282  0.163  -4.297
H  1.986  -0.045  -3.907
H  -3.996  0.371  3.225
H  -3.367  1.718  2.230
H  -4.168  0.334  1.444
H  -2.075  -0.236  4.558
H  -0.501  -0.894  3.986
H  -0.778  0.871  3.995
C  3.853  0.299  2.480
N  3.186  1.480  2.931
C  4.024  2.527  3.432
C  1.863  1.787  2.440
C  1.849  2.393  1.058
C  2.417  3.673  0.890
C  2.556  4.210  -0.402
C  2.074  3.512  -1.501
C  1.455  2.244  -1.314
C  1.320  1.736  -0.035
H  4.722  0.125  3.133
H  4.223  0.384  1.440
H  3.168  -0.557  2.520
H  4.592  3.032  2.627
H  3.406  3.271  3.952
H  4.752  2.085  4.132
H  1.290  0.841  2.495
H  1.455  2.522  3.154
H  2.777  4.190  1.771
H  3.029  5.199  -0.502
H  2.168  3.930  -2.507
H  1.043  1.747  -2.195

Cartesian forces (eV/Å) of the 2 atoms listed first:
C -0.931 -0.794 0.489
C 0.420 0.898 -0.448